(1)
The following is a quantum chemistry calculation of a structure of composition C26H32BrCl4N4O2SbSe4Si2Zr, from OMol25.

```
77
Properties=species:S:1:pos:R:3:lowdin_charge:R:1
Zr 0.33753 0.31386 0.27560 1.295
Se 5.42914 -3.13166 4.08782 -0.375
Sb 3.95118 -4.09592 2.47749 -0.008
Se 2.72692 -1.02706 0.61203 -0.029
Se 1.06131 -1.39218 2.25308 -0.018
Se 4.80351 -6.19467 1.58239 -0.454
Cl 4.09728 6.01935 1.53450 0.618
C 3.35239 4.67814 0.72827 -0.712
C 3.54746 4.48339 -0.62965 -0.714
Cl 4.54200 5.57729 -1.53575 0.616
C 2.93452 3.40366 -1.27544 -0.599
Cl 3.12636 3.15231 -2.98112 0.681
C 2.13243 2.51245 -0.57284 -0.417
O 1.48735 1.50561 -1.11469 -0.293
C 1.93965 2.71418 0.82107 -0.407
O 1.12700 1.86534 1.42044 -0.315
C 2.54213 3.79154 1.45016 -0.607
Cl 2.24067 4.02398 3.13621 0.697
C -2.38678 -2.23488 2.20803 -0.205
Si -2.42997 -0.38163 2.58583 0.414
C -1.42497 0.01895 4.12316 -0.218
C -4.23280 -0.03071 3.08060 -0.200
C -1.93485 0.63084 1.09621 -0.429
C -2.27708 0.18382 -0.24042 -0.456
C -3.30000 -0.72318 -0.61102 -0.042
C -3.45136 -1.05809 -1.92902 -0.072
C -2.58558 -0.53508 -2.90106 -0.090
C -1.58205 0.29874 -2.48163 -0.145
N -1.43986 0.66367 -1.19901 -0.056
Si -2.04130 2.51080 1.25841 0.467
C -3.86075 2.94335 0.94152 -0.181
C -1.08520 3.58760 0.03517 -0.156
C -1.63410 3.12036 2.97988 -0.176
H -3.35736 -2.69083 2.43060 0.025
H -1.62531 -2.72435 2.81674 0.003
H -2.13488 -2.44044 1.16657 -0.002
H -1.08691 -0.90679 4.59449 0.024
H -2.03189 0.56755 4.84918 0.024
H -0.52913 0.59619 3.89786 0.002
H -4.50406 -0.63118 3.95559 0.023
H -4.93711 -0.27074 2.27782 0.018
H -4.37486 1.02058 3.34567 0.008
H -3.95465 -1.12529 0.14978 0.098
H -4.24280 -1.73794 -2.22449 0.101
H -2.68529 -0.79572 -3.94575 0.091
H -0.84195 0.70209 -3.16434 0.114
H -4.14804 2.63923 -0.07059 0.027
H -4.03152 4.02152 1.02613 0.023
H -4.52657 2.43355 1.64075 0.005
H -1.79165 4.28817 -0.42096 0.030
H -0.58699 3.05532 -0.77382 0.013
H -0.33102 4.17239 0.56626 0.035
H -2.29862 2.70647 3.74145 0.019
H -1.75706 4.20859 2.98067 0.035
H -0.60046 2.89777 3.24620 0.008
Br 4.03343 -0.83627 -6.96099 0.703
C 3.13287 -0.88773 -5.28886 -0.691
C 1.89560 -1.49959 -5.19989 -0.121
C 1.28432 -1.50352 -3.95334 -0.149
N 1.82263 -0.96147 -2.86745 0.075
C 3.00835 -0.37770 -2.98106 -0.157
C 3.71431 -0.31309 -4.17773 -0.109
H 1.42547 -1.95338 -6.06077 0.093
H 0.30959 -1.96595 -3.82086 0.102
H 3.40453 0.06817 -2.07609 0.077
H 4.67384 0.18057 -4.22850 0.102
C 0.44363 -5.05904 0.35168 -0.023
N 0.92364 -4.03899 -0.58194 -0.159
C 2.15704 -4.28197 -1.32671 -0.040
C 0.32657 -2.88866 -0.64276 -0.362
N -0.27057 -1.89648 -0.74146 0.113
H 1.26159 -5.38034 0.99154 0.056
H 0.06481 -5.92123 -0.20406 0.086
H -0.34623 -4.63372 0.96654 0.084
H 2.86433 -4.78991 -0.66945 0.042
H 2.57949 -3.32891 -1.63114 0.057
H 1.95667 -4.91109 -2.19876 0.085
```

Properties
- Total charge: -2
- 2S+1: 1
- Gap between HOMO and LUMO: 5.128 eV



(2)
The following is a quantum chemistry calculation of a structure of composition C26H32CeNO5S, from OMol25.

```
66
Properties=species:S:1:pos:R:3:lowdin_charge:R:1
O 3.41791 -2.18926 1.32278 -0.135
C 3.25726 -3.25333 2.34911 -0.148
C 4.72218 -3.60670 2.40087 -0.068
H 2.67250 -4.07972 1.94288 0.118
H 2.81416 -2.87229 3.27301 0.117
C 4.82191 -2.58267 1.24151 -0.570
H 4.86880 -4.64331 2.09134 0.117
H 5.23300 -3.34182 3.32750 0.119
C 5.11471 -3.28432 -0.06760 -0.021
H 4.39018 -4.08168 -0.26208 0.094
H 6.11192 -3.74025 -0.02078 0.099
H 5.06619 -2.56273 -0.88956 0.085
C 5.76371 -1.41853 1.48436 -0.019
H 5.52282 -0.87389 2.40572 0.090
H 5.72270 -0.75358 0.61263 0.083
H 6.79667 -1.77780 1.57209 0.095
Ce -0.46000 1.37368 -0.68987 1.319
C -0.64754 3.97444 -0.10745 -0.120
C -1.56501 3.29337 0.75038 -0.140
C -0.80911 2.46367 1.64577 -0.169
H -2.64659 3.44903 0.78032 0.140
C 0.58640 2.63235 1.33131 -0.164
C 0.67863 3.56653 0.24284 -0.150
H 1.60161 3.96625 -0.18032 0.130
H -0.93069 4.71564 -0.85649 0.136
H -1.23774 1.86263 2.45214 0.132
H 1.41838 2.18683 1.88255 0.134
C 0.09256 1.87670 -3.31826 -0.113
C 1.28484 2.20329 -2.60408 -0.131
C 1.79162 1.00235 -1.99990 -0.164
H 1.74526 3.19249 -2.57632 0.129
C 0.93380 -0.07926 -2.39532 -0.155
C -0.12533 0.47091 -3.19843 -0.139
H -0.90875 -0.09559 -3.69888 0.124
H -0.54683 2.57594 -3.85914 0.132
H 2.67898 0.91528 -1.37267 0.130
H 1.07385 -1.13793 -2.18271 0.133
O 0.73661 -3.10269 1.22118 -0.136
C 0.85569 -1.65795 1.13682 -0.210
C 0.53890 -1.09657 2.51817 -0.149
H 0.15129 -1.21721 0.37573 0.096
H 1.86577 -1.38582 0.84183 0.097
C -0.53416 -2.07437 3.03514 -0.137
H 0.20880 -0.05455 2.51292 0.083
H 1.46615 -1.12402 3.11319 0.113
C -0.39471 -3.31416 2.10958 -0.160
H -1.54292 -1.61516 2.96307 0.114
H -0.34860 -2.34538 4.08555 0.113
H -1.31593 -3.42200 1.49157 0.122
H -0.26180 -4.25466 2.68853 0.129
O -2.87391 3.91789 -2.76082 0.086
C -3.32420 2.84891 -2.34533 -0.446
N -2.49555 1.80581 -1.93827 -0.193
S -3.24505 0.38177 -1.55746 0.745
O -3.09104 -0.62421 -2.58258 -0.242
O -2.57079 0.10592 -0.23679 -0.390
C -4.83039 1.14206 -1.64590 -0.213
C -6.07451 0.56353 -1.39171 -0.018
C -7.23457 1.28492 -1.70961 -0.036
C -7.14278 2.57596 -2.25430 -0.032
C -5.89383 3.16899 -2.45478 0.027
C -4.73709 2.43024 -2.16843 -0.119
H -6.14111 -0.42899 -0.95630 0.126
H -8.22385 0.84498 -1.56371 0.121
H -8.05457 3.10961 -2.53128 0.121
H -5.79681 4.19045 -2.82521 0.134
```

Properties
- Total charge: +1
- 2S+1: 1
- Gap between HOMO and LUMO: 7.037 eV



Question: Look up the gap between HOMO and LUMO of the first one.
Answer: 5.128 eV